<one>
19
Properties=species:S:1:pos:R:3:lowdin_charge:R:1 method="wB97M-V/def2-TZVPD" spin_multiplicity=1 e_lumo_ev=0.252 gap_ha=0.365 homo_ev=-9.68 smiles="[H]/N=C/N.O.O.O.O"
H 0.171 0.541 0.864 0.028
N 1.046 0.023 0.940 0.058
C 0.821 -0.960 1.706 -0.401
N 1.715 -2.001 1.904 0.057
H -0.200 -1.288 2.042 0.121
H 2.701 -1.799 1.941 0.089
H 1.445 -2.821 2.416 0.079
O 1.366 -3.482 -1.489 -0.056
H 1.606 -3.323 -2.391 0.023
H 1.581 -2.898 -0.767 0.004
O -4.422 0.177 0.803 -0.055
H -4.826 0.412 1.643 0.036
H -3.496 0.339 1.012 0.026
O 2.822 6.415 -1.164 -0.064
H 2.588 6.860 -1.986 0.031
H 2.632 5.483 -1.322 0.033
O -2.133 -0.389 -2.146 -0.063
H -2.750 -0.919 -2.669 0.039
H -2.666 -0.370 -1.337 0.014

---

<two>
19
Properties=species:S:1:pos:R:3:lowdin_charge:R:1 method="wB97M-V/def2-TZVPD" spin_multiplicity=1 e_lumo_ev=-5.104 gap_ha=0.161 homo_ev=-9.50
N 0.984 1.166 0.337 0.258
C -0.382 1.660 0.197 -0.285
N -1.477 0.694 0.233 0.217
H 1.113 0.632 1.200 0.075
H -0.467 2.393 0.998 0.132
H -0.371 2.190 -0.755 0.120
H -1.606 -0.047 -0.505 0.056
H 0.000 -0.832 3.395 -0.023
H 1.282 0.703 -0.561 0.023
O 0.010 -0.519 2.483 -0.276
H -1.089 -1.585 -2.534 0.097
H -0.354 -0.583 -1.663 -0.021
O -1.276 -1.031 -1.710 -0.149
H -1.335 0.233 1.135 0.066
H 1.243 0.390 -2.676 0.037
O 0.730 0.466 -1.860 -0.211
H 0.630 -1.434 1.287 -0.030
H 1.283 -2.714 0.544 0.027
O 1.084 -1.780 0.456 -0.111

---

Each structure's energy above the most stable one, in kJ/mol: <one> 0.0; <two> 681.6.

---

<one>
7
Properties=species:S:1:pos:R:3:lowdin_charge:R:1 method="wB97M-V/def2-TZVPD" spin_multiplicity=1 e_lumo_ev=1.022 gap_ha=0.456 homo_ev=-11.40 smiles=F[C@@H]1O[C@@H]1F
F -1.031 -1.277 -0.476 0.096
C 0.044 -0.687 0.008 -0.356
O 0.063 0.019 1.195 0.100
C 0.094 0.755 -0.035 -0.279
F -1.032 1.293 -0.435 0.123
H 0.903 -1.405 -0.241 0.182
H 0.959 1.302 -0.015 0.134

---

<two>
7
Properties=species:S:1:pos:R:3:lowdin_charge:R:1 method="wB97M-V/def2-TZVPD" spin_multiplicity=1 e_lumo_ev=0.461 gap_ha=0.360 homo_ev=-9.34
C 0.903 -0.402 0.357 0.099
C -0.788 0.374 -0.232 -0.427
O 0.495 0.556 -0.773 -0.059
F -1.654 -0.409 -0.892 0.135
F -1.418 1.409 0.331 0.140
H 1.649 -0.074 1.031 0.055
H 0.813 -1.455 0.179 0.057

---

Each structure's energy above the most stable one, in kJ/mol: <one> 0.0; <two> 176.8.